*P*
Here is the molecule C7H12 from the OMol25 dataset. Energies are from ωB97M-V/def2-TZVPD.

Geometry as ORCA input:
```
! RIJCOSX wB97M-V def2-TZVPD def2/J DEFGRID3
* xyz 0 1
C -2.514 0.327 0.158
C -1.232 -0.483 0.037
C -0.242 -0.055 -1.086
C 0.870 -0.022 -0.037
C 2.213 -0.667 -0.190
C 2.101 0.789 0.180
C -0.126 -0.200 1.098
H -3.196 0.161 -0.685
H -2.282 1.399 0.187
H -3.053 0.076 1.079
H -1.455 -1.555 -0.009
H -0.091 -0.784 -1.891
H -0.491 0.916 -1.529
H 2.475 -0.917 -1.219
H 2.599 -1.369 0.543
H 2.449 1.590 -0.469
H 2.180 0.975 1.255
H -0.301 0.755 1.616
H 0.096 -0.972 1.843
*
```

Calculated values
* LUMO level: 1.159 eV
* HOMO: -0.3564 Eh

=====

*Q*
Here is a cluster of 2 separate species, C7H12 in total from the OMol25 dataset. Energies are from ωB97M-V/def2-TZVPD.

Geometry as ORCA input:
```
! RIJCOSX wB97M-V def2-TZVPD def2/J DEFGRID3
* xyz 0 1
C -1.540 0.797 0.175
C -1.167 -0.622 -0.077
C -0.150 -0.782 -1.233
C 0.927 -0.921 -0.174
C 2.233 -0.711 -0.168
C 0.247 2.085 0.337
C -0.104 -1.151 0.916
H -2.178 1.208 -0.633
H -0.790 2.254 0.401
H -2.133 0.911 1.105
H -2.068 -1.245 -0.164
H -0.308 -1.705 -1.799
H -0.060 0.057 -1.933
H 2.766 -0.450 -1.079
H 2.811 -0.764 0.751
H 0.838 2.069 -0.596
H 0.899 1.779 1.174
H 0.021 -0.594 1.851
H -0.245 -2.212 1.147
*
```

Calculated values
* LUMO level: 0.852 eV
* HOMO: -0.3023 Eh

=====

*R*
Here is the molecule C7H12 from the OMol25 dataset. Energies are from ωB97M-V/def2-TZVPD.

Geometry as ORCA input:
```
! RIJCOSX wB97M-V def2-TZVPD def2/J DEFGRID3
* xyz 0 1
C -2.535 0.316 0.135
C -1.317 -0.498 -0.151
C -0.271 -0.047 -1.083
C 0.888 0.037 -0.058
C 2.210 -0.673 -0.277
C 2.154 0.774 0.030
C 0.358 0.048 1.337
H -3.293 0.152 -0.650
H -2.308 1.388 0.138
H -2.997 0.053 1.092
H -1.363 -1.561 0.071
H -0.034 -0.772 -1.872
H -0.504 0.924 -1.536
H 2.367 -0.996 -1.311
H 2.613 -1.373 0.458
H 2.620 1.609 -0.486
H 1.481 0.563 1.618
H -0.315 0.869 1.585
H 0.224 -0.888 1.885
*
```

Calculated values
* LUMO level (spin up / spin down): 0.296 / 1.034 eV
* HOMO (spin up / spin down): -0.2633 / -0.2925 Eh

=====

*S*
Here is the molecule C7H12 from the OMol25 dataset. Energies are from ωB97M-V/def2-TZVPD.

Geometry as ORCA input:
```
! RIJCOSX wB97M-V def2-TZVPD def2/J DEFGRID3
* xyz 0 1
C 3.565 0.022 1.204
C 2.576 -0.338 0.191
C 1.685 -0.602 -0.582
C 0.378 -0.742 -1.234
C -0.618 -0.039 -0.306
C -2.086 -0.011 -0.702
C -2.850 0.720 0.417
H 3.052 0.471 2.063
H 4.286 0.754 0.828
H 4.115 -0.853 1.564
H 0.111 -1.798 -1.366
H 0.373 -0.282 -2.231
H -0.536 -0.500 0.686
H -0.280 0.998 -0.181
H -2.467 -1.031 -0.839
H -2.210 0.496 -1.668
H -3.416 0.027 1.046
H -2.133 1.232 1.074
H -3.542 1.476 0.037
*
```

Calculated values
* LUMO level: 1.074 eV
* HOMO: -0.3408 Eh

=====

Most stable: *P*

=====

*P*
Here is the molecule C7H12 from the OMol25 dataset. Energies are from ωB97M-V/def2-TZVPD.

Geometry as ORCA input:
```
! RIJCOSX wB97M-V def2-TZVPD def2/J DEFGRID3
* xyz 0 1
C 3.938 -0.175 1.065
C 2.712 -0.356 0.295
C 1.657 -0.479 -0.273
C 0.345 -0.598 -0.905
C -0.736 0.104 -0.089
C -2.121 0.006 -0.715
C -3.135 0.768 0.172
H 3.658 0.275 2.030
H 4.643 0.463 0.515
H 4.431 -1.141 1.232
H 0.082 -1.655 -1.023
H 0.378 -0.158 -1.910
H -0.768 -0.315 0.926
H -0.444 1.157 0.017
H -2.383 -1.065 -0.849
H -2.097 0.419 -1.738
H -3.350 0.178 1.076
H -2.703 1.760 0.535
H -4.107 0.811 -0.362
*
```

Calculated values
* LUMO level: 1.077 eV
* HOMO: -0.3420 Eh

=====

*Q*
Here is the molecule C7H12 from the OMol25 dataset. Energies are from ωB97M-V/def2-TZVPD.

Geometry as ORCA input:
```
! RIJCOSX wB97M-V def2-TZVPD def2/J DEFGRID3
* xyz 0 1
C -2.474 0.368 0.122
C -1.250 -0.520 -0.035
C -0.221 -0.079 -1.114
C 0.858 -0.048 -0.031
C 2.249 -0.581 -0.147
C 2.016 0.895 0.066
C -0.158 -0.378 1.062
H -3.120 0.320 -0.762
H -2.169 1.414 0.255
H -3.071 0.081 0.996
H -1.560 -1.561 -0.169
H -0.047 -0.791 -1.929
H -0.446 0.903 -1.547
H 2.591 -0.908 -1.126
H 2.646 -1.160 0.683
H 2.200 1.566 -0.770
H 2.252 1.311 1.042
H -0.351 0.449 1.756
H 0.056 -1.280 1.645
*
```

Calculated values
* LUMO level: 1.156 eV
* HOMO: -0.3591 Eh

=====

Most stable: *Q*

=====

*P*
Here is a cluster of 2 separate species, CH2N3O3 in total from the OMol25 dataset. Energies are from ωB97M-V/def2-TZVPD.

Geometry as ORCA input:
```
! RIJCOSX wB97M-V def2-TZVPD def2/J DEFGRID3
* xyz -1 1
C 1.775 0.182 0.418
N -2.400 -0.383 -0.430
N 0.314 -1.562 0.192
N -1.224 -0.060 -0.349
O -0.688 1.050 -0.403
O 2.738 0.845 0.104
O 1.366 -0.875 -0.275
H 1.166 0.379 1.319
H -3.046 0.423 -0.576
*
```

Calculated values
* LUMO level (spin up / spin down): 4.239 / 4.231 eV
* HOMO (spin up / spin down): -0.1415 / -0.1352 Eh

=====

*Q*
Here is a structure of composition CH2N3O3 from the OMol25 dataset. Energies are from ωB97M-V/def2-TZVPD.

Geometry as ORCA input:
```
! RIJCOSX wB97M-V def2-TZVPD def2/J DEFGRID3
* xyz -1 1
C -1.636 0.281 -0.403
N 2.118 -0.315 -0.210
N -0.250 -1.462 -0.024
N 1.013 -0.133 0.335
O 0.567 0.810 1.085
O -2.517 1.102 -0.247
O -1.367 -0.792 0.384
H -0.848 0.292 -1.116
H 2.921 0.217 0.196
*
```

Calculated values
* LUMO level: 4.365 eV
* HOMO: -0.1258 Eh

=====

*R*
Here is the ion CH2N3O3 with charge -1 from the OMol25 dataset. Energies are from ωB97M-V/def2-TZVPD.

Geometry as ORCA input:
```
! RIJCOSX wB97M-V def2-TZVPD def2/J DEFGRID3
* xyz -1 1
N 1.819 -0.272 -0.259
C 0.441 -0.097 0.223
O 0.269 0.034 1.433
N -0.478 0.020 -0.698
N -1.889 0.322 -0.090
O -2.566 0.977 -0.855
O -2.158 -0.120 0.980
H 2.041 -0.545 -1.170
H 2.520 -0.318 0.437
*
```

Calculated values
* LUMO level: 4.466 eV
* HOMO: -0.1564 Eh

=====

Most stable: *R*

=====

*P*
Here is a cluster of 2 separate species, C3H7NO2 in total from the OMol25 dataset. Energies are from ωB97M-V/def2-TZVPD.

Geometry as ORCA input:
```
! RIJCOSX wB97M-V def2-TZVPD def2/J DEFGRID3
* xyz 1 2
C 0.145 -0.665 2.785
C -0.716 -0.193 1.816
O -1.760 -0.772 1.335
H 1.102 -0.174 2.919
H -0.012 -1.547 3.397
H -0.472 0.681 1.218
H -2.432 -1.250 1.871
C 1.307 0.562 -2.339
N 0.029 0.789 -2.789
O 2.249 0.580 -3.085
H 1.374 0.303 -1.265
H -0.100 1.015 -3.755
H -0.714 0.673 -2.108
*
```

Calculated values
* LUMO level (spin up / spin down): -5.483 / -9.359 eV
* HOMO (spin up / spin down): -0.4693 / -0.4687 Eh
* <S²>: 0.756

=====

*Q*
Here is a cluster of 2 separate species, C3H7NO2 in total from the OMol25 dataset. Energies are from ωB97M-V/def2-TZVPD.

Geometry as ORCA input:
```
! RIJCOSX wB97M-V def2-TZVPD def2/J DEFGRID3
* xyz 1 2
O -0.049 -1.593 -1.904
C -1.186 -1.548 -1.552
C -1.919 -0.430 -0.856
H -1.858 -2.225 -2.142
H -2.916 -0.366 -1.280
H -1.989 -0.688 0.213
H -1.289 0.456 -0.880
C 1.335 1.201 1.786
N 1.581 1.473 0.453
O 0.299 0.735 2.180
H 2.202 1.525 2.391
H 0.715 1.491 -0.029
H 2.499 1.276 0.091
*
```

Calculated values
* LUMO level (spin up / spin down): -6.431 / -10.129 eV
* HOMO (spin up / spin down): -0.4997 / -0.4963 Eh
* <S²>: 0.758

=====

*R*
Here is a cluster of 2 separate species, C3H7NO2 in total from the OMol25 dataset. Energies are from ωB97M-V/def2-TZVPD.

Geometry as ORCA input:
```
! RIJCOSX wB97M-V def2-TZVPD def2/J DEFGRID3
* xyz 1 2
C 0.001 0.088 1.288
N -0.080 -0.453 2.478
C 1.366 0.551 -2.354
O 0.210 0.351 -2.622
O 1.730 1.299 -1.344
C -1.079 -0.523 0.275
H -0.358 1.153 1.358
H 0.994 -0.056 0.872
H -1.050 -0.403 2.845
H 2.209 0.120 -2.922
H -2.078 -0.489 0.688
H -0.802 -1.562 0.157
H -1.062 -0.076 -0.721
*
```

Calculated values
* LUMO level (spin up / spin down): -9.184 / -9.185 eV
* HOMO (spin up / spin down): -0.5581 / -0.5471 Eh
* <S²>: 0.754

=====

Most stable: *P*

=====

*P*
Here is a structure of composition C3H4O3 from the OMol25 dataset. Energies are from ωB97M-V/def2-TZVPD.

Geometry as ORCA input:
```
! RIJCOSX wB97M-V def2-TZVPD def2/J DEFGRID3
* xyz 0 1
O -0.416 0.185 -1.656
C -0.351 -0.457 -0.431
C 0.915 -0.623 0.502
O 0.377 0.440 1.399
C -0.530 0.718 0.474
O -0.999 1.777 0.115
H -0.870 1.112 -1.269
H -1.013 -1.326 -0.305
H 1.863 -0.278 0.092
H 1.024 -1.548 1.079
*
```

Calculated values
* LUMO level: 0.792 eV
* HOMO: -0.3945 Eh

=====

*Q*
Here is the molecule C3H4O3 from the OMol25 dataset. Energies are from ωB97M-V/def2-TZVPD.

Geometry as ORCA input:
```
! RIJCOSX wB97M-V def2-TZVPD def2/J DEFGRID3
* xyz 0 1
O 2.641 0.015 -0.428
C 1.480 0.024 -0.169
O 0.759 1.129 0.174
C -0.603 0.783 -0.022
C -0.630 -0.736 0.168
O 0.693 -1.082 -0.186
H -1.258 1.045 0.784
H -0.875 1.096 -1.038
H -0.835 -1.076 1.202
H -1.373 -1.198 -0.484
*
```

Calculated values
* LUMO level: 0.711 eV
* HOMO: -0.4108 Eh

=====

*R*
Here is the molecule C3H4O3 from the OMol25 dataset. Energies are from ωB97M-V/def2-TZVPD.

Geometry as ORCA input:
```
! RIJCOSX wB97M-V def2-TZVPD def2/J DEFGRID3
* xyz 0 1
O -1.385 -1.363 0.309
C -1.245 -0.248 0.737
C -0.264 0.772 0.201
O 0.358 0.390 -1.013
C 1.314 -0.552 -0.929
O 1.687 -1.085 0.079
H -1.850 0.139 1.586
H -0.805 1.696 -0.023
H 0.473 0.980 0.988
H 1.718 -0.730 -1.935
*
```

Calculated values
* LUMO level: 0.805 eV
* HOMO: -0.3783 Eh

=====

Most stable: *Q*

=====

*P*
Here is the molecule C3H4O3 from the OMol25 dataset. Energies are from ωB97M-V/def2-TZVPD.

Geometry as ORCA input:
```
! RIJCOSX wB97M-V def2-TZVPD def2/J DEFGRID3
* xyz 0 1
O 1.113 2.009 0.336
C 1.016 0.819 0.375
C 0.242 -0.080 -0.533
O 0.699 -1.394 -0.411
C -1.164 0.065 0.347
O -1.987 0.908 0.188
H 1.090 0.229 1.348
H 0.178 0.326 -1.548
H 0.159 -1.979 -0.955
H -1.347 -0.901 0.851
*
```

Calculated values
* LUMO level: -0.199 eV
* HOMO: -0.3626 Eh

=====

*Q*
Here is the molecule C3H4O3 from the OMol25 dataset. Energies are from ωB97M-V/def2-TZVPD.

Geometry as ORCA input:
```
! RIJCOSX wB97M-V def2-TZVPD def2/J DEFGRID3
* xyz 0 1
O -0.254 -0.089 2.126
C 0.406 -0.684 1.334
O -0.138 -1.321 0.191
C 0.029 -0.404 -0.839
C -0.591 0.905 -0.696
O 0.797 0.701 -0.393
H 1.483 -0.870 1.402
H 0.301 -0.841 -1.798
H -0.712 1.558 -1.550
H -1.257 1.048 0.154
*
```

Calculated values
* LUMO level: 1.019 eV
* HOMO: -0.3959 Eh

=====

*R*
Here is the molecule C3H4O3 from the OMol25 dataset. Energies are from ωB97M-V/def2-TZVPD.

Geometry as ORCA input:
```
! RIJCOSX wB97M-V def2-TZVPD def2/J DEFGRID3
* xyz 0 1
O -1.992 -1.560 -0.387
C -1.720 -0.416 -0.133
C -0.321 0.194 -0.141
O -0.286 1.308 -0.619
C 0.928 -0.459 0.300
O 2.082 0.816 -0.060
H -2.470 0.380 0.042
H 0.826 -1.602 0.164
H 1.283 -0.299 1.292
H 1.672 1.639 -0.458
*
```

Calculated values
* LUMO level: -0.938 eV
* HOMO: -0.3834 Eh

=====

*S*
Here is the molecule C3H4O3 from the OMol25 dataset. Energies are from ωB97M-V/def2-TZVPD.

Geometry as ORCA input:
```
! RIJCOSX wB97M-V def2-TZVPD def2/J DEFGRID3
* xyz 0 1
O 0.372 -0.965 2.039
C -0.352 -0.611 1.146
C 0.099 -0.429 -0.309
O -0.999 -0.507 -1.161
C 0.756 0.941 -0.387
O 0.166 1.869 -0.887
H -1.423 -0.357 1.290
H 0.839 -1.206 -0.540
H -1.229 0.407 -1.398
H 1.762 1.049 0.054
*
```

Calculated values
* LUMO level: 0.061 eV
* HOMO: -0.3767 Eh

=====

Most stable: *S*